(1)
Below is a 6-piece molecular cluster, C33H65BBrN7O11S overall at a distorted geometry, with properties calculated with wB97M-V/def2-TZVPD.

Results
Gap between HOMO and LUMO, eV: 9.2
SMILES string: COCCCCCC[C@]1(CCCCSc2nnco2)C(=O)O[C@H](Br)[C@@H]1CB(O)O.CN(C)C=O.CN(C)C=O.CN(C)C=O.CN(C)C=O.CN(C)C=O
E_HOMO, eV: -8.94

XYZ file:
```
119
Properties=species:S:1:pos:R:3:forces:R:3
C -0.40250 1.09137 4.42414 0.7 0.6 1.2
O -1.54572 0.65271 3.66032 1.4 0.6 -0.7
C -1.36486 0.95864 2.23470 -0.3 0.1 -0.4
C -0.34897 -0.09189 1.55512 0.3 -0.5 0.4
C -0.98427 -0.93866 0.35355 -0.9 0.5 0.7
C -1.26367 -0.11244 -0.99070 0.9 -0.4 -0.5
C -0.06105 0.84634 -1.45975 -0.5 0.7 -0.3
C 1.09008 0.05762 -2.25066 0.6 -1.0 0.8
C 1.70829 0.83468 -3.51614 -1.1 -0.7 -0.3
C 2.04518 2.28484 -2.90742 -0.3 0.8 -1.3
C 3.10376 3.14297 -3.75508 0.1 0.5 0.7
C 4.62546 3.00398 -3.27622 0.5 0.3 -0.2
C 4.89659 3.41555 -1.75646 0.5 -1.1 0.9
S 4.48801 5.20742 -1.37576 -0.2 -0.3 1.5
C 4.55879 5.23373 0.47666 -0.9 0.0 0.4
N 3.62924 5.70901 1.44040 5.0 -2.6 -2.8
N 4.24842 5.40417 2.63480 4.7 -2.2 -0.6
C 5.50137 4.77192 2.40582 -3.6 1.9 -1.4
O 5.74488 4.64477 0.97445 -3.6 2.1 3.0
C 0.49577 0.73001 -4.58595 -2.4 1.8 -1.0
O -0.61318 1.28883 -4.62561 4.0 -2.1 0.6
O 0.84440 -0.14989 -5.69184 0.8 1.3 0.4
C 2.24513 0.16641 -5.93577 -0.5 1.7 2.7
Br 3.22124 -0.79059 -7.36429 -0.9 0.1 1.0
C 2.82351 0.09686 -4.41499 2.0 -0.5 -0.9
C 3.26895 -1.40057 -4.04529 -0.7 -0.1 -0.6
B 4.86129 -1.68867 -4.14123 1.0 -0.9 0.0
O 5.33925 -2.90077 -3.46824 -0.4 2.7 0.0
O 5.83596 -0.89191 -4.83198 -1.6 -1.5 0.2
H -0.12915 0.37212 5.28612 -0.8 0.8 -1.5
H -0.63031 2.10106 4.93832 0.3 -1.4 -0.9
H 0.55532 1.22078 3.80995 -1.4 -0.2 0.6
H -2.42553 0.88878 1.78731 1.7 -0.1 0.6
H -1.02670 2.05687 2.10003 -0.4 -1.7 0.3
H -0.08809 -0.85351 2.38601 -0.5 1.2 -1.2
H 0.66249 0.39410 1.28140 -1.6 -0.6 0.3
H -2.01969 -1.30307 0.73120 2.3 0.6 -0.9
H -0.37342 -1.90168 0.19713 -0.7 1.6 0.0
H -2.21666 0.51771 -0.96707 1.3 -0.9 0.4
H -1.41800 -0.88907 -1.83403 0.1 1.3 1.2
H 0.42667 1.41779 -0.58166 -0.9 -1.0 -1.3
H -0.54791 1.67303 -2.10377 0.9 -1.5 0.8
H 1.95724 -0.10631 -1.50262 -1.2 0.2 -1.2
H 0.71680 -1.00576 -2.50595 0.5 1.7 0.1
H 1.05932 2.88616 -2.92292 1.5 -1.1 0.2
H 2.38003 2.20496 -1.81769 -0.5 -0.1 -1.6
H 2.81190 4.25262 -3.61117 0.5 -1.7 -0.4
H 3.02758 2.90085 -4.86631 0.1 0.4 1.4
H 5.29032 3.66530 -3.95392 -1.1 -1.0 1.0
H 5.05108 1.93786 -3.40309 -0.8 1.6 0.3
H 6.00585 3.25502 -1.48329 -1.8 0.2 -0.6
H 4.29332 2.77238 -1.01675 0.9 0.9 -1.2
H 6.27875 4.36104 3.11864 -1.4 0.8 -1.1
H 2.34013 1.26018 -6.24654 -0.3 -1.5 0.0
H 3.81618 0.64769 -4.54309 -1.5 -0.2 0.8
H 2.91789 -1.77574 -3.02772 0.3 0.7 -1.3
H 2.76599 -2.09577 -4.82490 0.7 0.8 1.3
H 5.56784 -2.62279 -2.55324 -0.1 -0.6 -0.7
H 5.63166 -0.79240 -5.78555 0.0 0.3 0.8
C 7.03753 0.33762 0.12060 0.2 0.2 0.4
O 5.92714 0.46928 -0.36339 0.1 0.1 0.2
N 7.48799 0.96984 1.24095 0.0 -0.5 -0.7
C 8.82580 0.76133 1.75657 -0.2 0.1 0.1
C 6.59982 1.88026 1.93861 -0.2 -0.3 -0.3
H 7.78937 -0.32962 -0.33090 0.1 0.0 0.1
H 8.75817 0.36607 2.77332 0.2 0.0 0.0
H 9.35533 1.71735 1.77047 0.1 -0.1 0.1
H 9.37855 0.05556 1.13468 -0.1 0.1 0.0
H 5.70624 1.33577 2.25536 0.0 0.2 0.1
H 6.30064 2.67949 1.26535 0.0 -0.2 0.1
H 7.09791 2.30689 2.81014 0.1 -0.2 -0.1
C -3.67039 -2.06115 2.07225 -0.7 -0.1 0.3
O -3.33478 -2.53491 0.99751 -0.9 -0.4 0.3
N -4.94930 -1.97009 2.52662 1.0 0.0 -0.2
C -5.26785 -1.39236 3.81770 -0.1 -0.1 0.0
C -6.02799 -2.46585 1.69433 0.2 -0.1 -0.2
H -2.93009 -1.65563 2.78158 -0.1 0.1 0.1
H -5.77456 -2.14397 4.42700 -0.1 0.2 0.1
H -5.92899 -0.53492 3.66943 0.0 0.0 0.2
H -4.36371 -1.06257 4.33268 0.0 0.0 -0.2
H -5.86916 -3.52895 1.49676 -0.1 0.1 -0.1
H -6.02295 -1.92849 0.74265 -0.1 -0.1 0.0
H -6.98890 -2.32474 2.19023 0.2 0.0 0.1
C 7.22721 2.73549 -9.44488 -0.3 -0.1 -0.1
O 7.45400 2.70832 -8.25021 -0.2 -0.1 -0.2
N 6.05976 2.34792 -10.03334 0.7 0.3 0.1
C 5.86327 2.40937 -11.46726 -0.2 -0.1 0.2
C 4.98137 1.85876 -9.19704 0.3 0.1 0.2
H 7.97939 3.08989 -10.16837 -0.1 0.0 -0.1
H 5.01776 3.06743 -11.68327 0.0 -0.1 -0.2
H 5.64938 1.40482 -11.84110 0.0 0.1 -0.2
H 6.75317 2.79491 -11.96722 -0.1 0.0 0.1
H 4.69994 2.63830 -8.48420 -0.1 -0.2 0.1
H 5.32804 0.98461 -8.64147 -0.2 0.1 0.0
H 4.11711 1.58803 -9.80452 0.1 0.0 0.0
C -7.17882 -3.76238 6.60198 0.1 -0.5 0.2
O -7.65302 -3.17729 5.64369 0.2 -0.4 -0.1
N -6.96811 -5.10590 6.67709 -0.1 0.8 0.1
C -6.39851 -5.73017 7.85389 -0.1 -0.1 -0.2
C -7.32512 -5.93765 5.54406 -0.1 0.3 -0.1
H -6.87392 -3.22495 7.51394 0.0 -0.1 0.0
H -5.47271 -6.23924 7.57429 0.0 0.0 0.2
H -7.11043 -6.45810 8.25092 0.2 0.0 0.1
H -6.18012 -4.98765 8.62285 -0.1 0.0 -0.1
H -6.76383 -5.60811 4.66612 -0.1 -0.1 0.0
H -8.39270 -5.82580 5.33914 0.1 -0.1 -0.1
H -7.09946 -6.98406 5.75169 0.0 0.2 0.1
C -11.14597 -1.66429 7.96927 0.0 0.0 -0.5
O -10.05790 -1.35746 8.42033 -0.1 -0.1 -0.2
N -11.44357 -1.78672 6.64503 -0.2 0.0 0.8
C -12.76597 -2.15728 6.18590 0.3 0.1 -0.1
C -10.40299 -1.53795 5.66396 0.3 0.0 0.3
H -12.00569 -1.87462 8.62660 -0.1 0.0 -0.1
H -12.69613 -3.08202 5.60728 -0.2 0.0 0.0
H -13.16005 -1.35857 5.55225 -0.2 -0.1 0.0
H -13.44270 -2.31254 7.02783 0.1 0.0 0.0
H -9.57449 -2.22856 5.83708 0.0 0.2 -0.2
H -10.03650 -0.51508 5.78262 0.1 -0.1 -0.1
H -10.78970 -1.67434 4.65318 -0.1 0.0 0.2
```
Forces are in eV/Å.



(2)
Below is one molecule with the formula C4H7NO2 at a distorted geometry, with properties calculated with wB97M-V/def2-TZVPD.

Results
Gap between HOMO and LUMO, eV: 10.6
SMILES string: [H]/N=C(\C)OCC=O
E_HOMO, eV: -10.06
Relative energy (zero: lowest compared OMol25 entry of this formula, charge and spin), eV: 2.4446

XYZ file:
```
14
Properties=species:S:1:pos:R:3:forces:R:3
C 1.81804 -0.25988 -0.11894 0.3 -0.4 0.3
C 0.42369 -0.80968 0.13006 0.3 -0.3 -0.3
N -0.06501 -1.81896 -0.45370 0.3 0.3 0.4
O -0.23435 -0.20754 1.15854 0.4 0.3 -0.1
C -1.38920 0.53147 0.82939 -0.4 0.0 0.0
C -1.30839 1.24570 -0.51876 -0.8 0.0 -0.3
O -2.17392 1.06611 -1.34479 0.7 0.3 0.4
H 2.39782 -1.03497 0.42125 0.5 0.0 -1.2
H 1.94900 -0.12478 -1.24223 0.4 -0.4 1.7
H 2.15393 0.60146 0.48962 -0.9 0.1 -0.7
H 0.64994 -2.24675 -1.04811 -0.4 0.3 -0.2
H -2.25891 -0.11978 0.74688 -0.1 0.0 0.1
H -1.48591 1.22197 1.67506 -0.3 0.1 -0.4
H -0.47673 1.95563 -0.72426 0.0 -0.3 0.2
```
Forces are in eV/Å.